No. 1
{
  "formula": "C19H25N10S2Tc",
  "method": "ωB97M-V/def2-TZVPD",
  "elements": ["Tc", "C", "C", "C", "C", "C", "H", "H", "H", "H", "H", "C", "N", "C", "C", "N", "C", "S", "C", "C", "C", "C", "C", "N", "H", "H", "H", "H", "H", "H", "H", "H", "H", "N", "N", "N", "C", "N", "N", "H", "H", "H", "S", "C", "N", "C", "C", "C", "N", "H", "H", "H", "H", "H", "H", "H", "H"],
  "coordinates": [[0.756, 0.667, 0.410], [1.178, 1.310, 2.558], [0.331, 0.857, 3.664], [-0.606, 1.844, 3.975], [-0.366, 2.940, 3.157], [0.763, 2.648, 2.328], [2.230, 1.020, 2.548], [0.428, -0.095, 4.169], [-1.366, 1.778, 4.739], [-0.907, 3.875, 3.167], [1.293, 3.393, 1.754], [3.235, -2.817, -2.411], [2.417, -2.988, -1.215], [2.524, -4.042, -0.330], [1.630, -3.845, 0.654], [0.962, -2.654, 0.372], [1.475, -2.142, -0.785], [1.017, -0.687, -1.573], [-0.209, -2.226, 1.054], [-1.027, -3.195, 1.614], [-2.184, -2.815, 2.273], [-2.502, -1.466, 2.328], [-1.641, -0.565, 1.745], [-0.495, -0.913, 1.122], [3.343, -3.774, -2.916], [4.224, -2.448, -2.142], [2.762, -2.110, -3.085], [3.223, -4.850, -0.468], [1.449, -4.431, 1.537], [-0.780, -4.242, 1.516], [-2.828, -3.565, 2.714], [-3.406, -1.118, 2.809], [-1.863, 0.493, 1.773], [5.559, 2.277, -0.374], [4.229, 2.393, -0.411], [3.653, 3.414, -1.011], [2.373, 3.133, -0.891], [2.205, 1.977, -0.230], [3.416, 1.505, 0.067], [6.041, 3.120, -0.649], [5.944, 1.726, 0.377], [1.586, 3.756, -1.283], [-0.987, 2.057, -0.392], [-2.271, 1.315, -1.341], [-3.302, 2.091, -1.600], [-4.414, 1.707, -2.485], [-3.945, 0.605, -3.419], [-3.316, -0.503, -2.585], [-2.230, 0.069, -1.771], [-3.300, 3.029, -1.226], [-4.729, 2.589, -3.038], [-5.255, 1.369, -1.878], [-3.205, 0.999, -4.119], [-4.781, 0.217, -3.996], [-2.902, -1.290, -3.210], [-4.061, -0.949, -1.924], [-1.367, -0.445, -1.665]],
  "lowdin_charge": [1.00, -0.28, -0.03, -0.04, -0.01, -0.10, 0.11, 0.13, 0.13, 0.13, 0.11, 0.02, -0.09, 0.03, 0.01, 0.01, -0.61, 0.73, -0.22, 0.04, 0.02, 0.00, -0.13, -0.05, 0.12, 0.12, 0.07, 0.16, 0.15, 0.13, 0.14, 0.14, 0.09, 0.19, -0.25, 0.19, -0.15, -0.23, 0.10, 0.14, 0.13, 0.13, 0.72, -0.69, 0.05, -0.12, -0.14, -0.12, 0.04, 0.15, 0.14, 0.14, 0.13, 0.14, 0.14, 0.13, 0.02],
  "relative_energy_kj_mol": 102.8,
  "e_homo_ev": [-17.1, -17.2],
  "energy_ha": -2162.7751,
  "spin_multiplicity": 4,
  "s_squared": 3.79,
  "total_charge": 3,
  "gap_ev": [7.196, 6.502]
}



No. 2
{
  "formula": "C19H25N3O5PS2SeSn",
  "method": "ωB97M-V/def2-TZVPD",
  "elements": ["Sn", "C", "C", "O", "P", "S", "S", "O", "C", "C", "H", "H", "H", "H", "H", "H", "H", "H", "H", "H", "C", "C", "C", "C", "C", "C", "Se", "C", "C", "C", "H", "H", "H", "H", "H", "H", "H", "H", "H", "H", "H", "O", "N", "O", "O", "N", "C", "C", "C", "C", "C", "N", "C", "H", "H", "H", "H"],
  "coordinates": [[-0.122, 0.029, -0.583], [3.472, 0.993, -5.037], [2.288, 0.820, -4.057], [1.456, -0.343, -4.537], [0.218, -0.926, -3.749], [-1.095, 0.490, -3.323], [0.832, -1.890, -1.941], [-0.225, -2.067, -4.714], [0.382, -3.407, -4.865], [1.673, -3.418, -5.540], [3.968, 1.974, -4.909], [3.086, 1.089, -6.071], [4.145, 0.143, -4.961], [1.608, 1.717, -3.949], [2.689, 0.443, -3.070], [-0.305, -4.055, -5.426], [0.469, -3.753, -3.807], [1.559, -2.876, -6.452], [1.911, -4.518, -5.729], [2.431, -2.948, -4.909], [-0.965, -3.005, 5.331], [-0.195, -1.958, 4.533], [1.167, -2.246, 4.165], [1.824, -1.396, 3.282], [3.203, -1.757, 2.858], [1.186, -0.208, 2.754], [1.984, 0.830, 1.429], [-0.103, 0.141, 3.266], [-0.839, 1.371, 2.921], [-0.750, -0.827, 4.012], [-1.933, -2.567, 5.672], [-0.480, -3.345, 6.238], [-1.221, -3.882, 4.744], [1.703, -3.117, 4.500], [3.248, -2.775, 2.338], [3.907, -1.804, 3.653], [3.577, -1.044, 2.066], [-1.260, 1.297, 1.916], [-0.188, 2.244, 2.749], [-1.640, 1.508, 3.630], [-1.860, -0.722, 4.184], [-2.584, -0.378, -0.342], [-2.446, -1.199, 0.631], [-3.302, -1.478, 1.512], [-1.153, -1.644, 0.791], [-1.696, 4.750, 4.050], [-1.931, 4.560, 2.933], [-2.242, 4.310, 1.577], [-3.535, 3.942, 1.235], [-3.844, 3.916, -0.132], [-2.835, 4.145, -1.045], [-1.559, 4.383, -0.710], [-1.276, 4.456, 0.580], [-4.249, 3.652, 2.001], [-4.817, 3.602, -0.533], [-3.057, 4.122, -2.083], [-0.278, 4.625, 0.927]],
  "lowdin_charge": [0.79, -0.09, -0.22, -0.38, -0.12, 0.21, 0.17, -0.33, -0.30, -0.11, 0.08, 0.07, 0.07, 0.12, 0.12, 0.12, 0.07, 0.07, 0.11, 0.07, -0.08, -0.27, -0.03, -0.32, -0.13, -0.62, 0.49, -0.33, -0.10, -0.06, 0.07, 0.05, 0.06, 0.10, 0.09, 0.05, 0.00, 0.05, 0.06, 0.08, 0.13, -0.17, -0.47, 0.01, -0.25, 0.06, -0.30, -0.32, -0.13, -0.14, -0.27, 0.00, -0.16, 0.08, 0.08, 0.05, 0.10],
  "e_homo_ev": [1.6, -1.4],
  "energy_ha": -5032.9040,
  "spin_multiplicity": 2,
  "s_squared": 0.77,
  "total_charge": -2,
  "gap_ev": [2.384, 5.364]
}



No. 3
{
  "formula": "C19H25N3OS",
  "method": "ωB97M-V/def2-TZVPD",
  "elements": ["C", "C", "N", "C", "N", "C", "H", "C", "C", "C", "H", "C", "H", "H", "H", "H", "H", "H", "H", "C", "C", "C", "C", "C", "C", "C", "C", "C", "N", "C", "O", "H", "C", "H", "H", "H", "H", "H", "H", "H", "H", "H", "S", "H", "H", "H", "H", "H", "H"],
  "coordinates": [[0.163, 3.342, -4.532], [-0.789, 2.671, -3.546], [-0.117, 1.727, -2.680], [0.546, 2.119, -1.558], [1.334, 1.220, -0.914], [1.948, 1.640, 0.340], [2.233, 2.687, 0.188], [3.193, 0.881, 0.797], [3.349, 1.403, 2.222], [1.920, 1.348, 2.773], [1.758, 2.096, 3.547], [1.004, 1.571, 1.558], [0.302, 0.745, 1.442], [0.426, 2.490, 1.640], [1.733, 0.367, 3.209], [4.043, 0.806, 2.810], [3.707, 2.434, 2.205], [4.060, 1.085, 0.169], [3.024, -0.194, 0.843], [1.360, -0.190, -1.252], [0.305, -0.988, -0.525], [-1.019, -0.733, -0.620], [-1.989, -1.482, 0.113], [-3.362, -1.224, 0.027], [-4.250, -1.977, 0.754], [-3.789, -3.000, 1.580], [-2.443, -3.287, 1.697], [-1.533, -2.517, 0.953], [-0.184, -2.745, 1.022], [0.793, -2.055, 0.345], [1.967, -2.350, 0.497], [0.151, -3.483, 1.629], [-1.957, -4.390, 2.590], [-2.798, -4.876, 3.077], [-1.414, -5.143, 2.019], [-1.296, -4.000, 3.365], [-4.501, -3.584, 2.145], [-5.309, -1.781, 0.692], [-3.705, -0.426, -0.614], [-1.376, 0.070, -1.250], [1.253, -0.328, -2.332], [2.335, -0.596, -0.980], [0.347, 3.667, -0.989], [0.211, 0.898, -3.154], [-1.572, 2.125, -4.080], [-1.251, 3.428, -2.909], [0.655, 2.601, -5.160], [0.919, 3.900, -3.987], [-0.386, 4.029, -5.168]],
  "lowdin_charge": [-0.09, -0.30, -0.03, -0.78, -0.06, -0.34, 0.09, -0.14, -0.19, -0.17, 0.10, -0.13, 0.10, 0.08, 0.10, 0.11, 0.11, 0.12, 0.09, -0.09, -0.10, 0.05, -0.14, -0.03, -0.08, -0.04, -0.21, -0.14, 0.19, -0.42, 0.05, 0.15, -0.04, 0.08, 0.09, 0.09, 0.11, 0.10, 0.12, 0.12, 0.13, 0.12, 0.72, 0.12, 0.11, 0.06, 0.07, 0.06, 0.07],
  "relative_energy_kj_mol": 31.9,
  "e_homo_ev": -7.8,
  "energy_ha": -1376.7550,
  "total_charge": 0,
  "gap_ev": 7.816,
  "smiles": "CCNC(=S)N(Cc1cc2cccc(C)c2[nH]c1=O)C1CCCC1"
}



No. 4
{
  "formula": "C19H26Cl2N2O2",
  "method": "ωB97M-V/def2-TZVPD",
  "elements": ["O", "C", "N", "H", "C", "H", "H", "C", "N", "C", "H", "C", "O", "C", "H", "C", "H", "H", "H", "H", "H", "H", "C", "C", "C", "C", "C", "H", "H", "H", "H", "H", "H", "H", "H", "H", "H", "C", "C", "C", "C", "C", "C", "C", "Cl", "H", "Cl", "H", "H", "H", "H"],
  "coordinates": [[-3.267, 1.112, 0.196], [-2.773, 0.233, -0.659], [-1.537, 0.440, -1.246], [-1.186, -0.186, -1.935], [-0.709, 1.607, -1.191], [-0.589, 2.408, -1.885], [-1.336, 2.434, -0.214], [0.797, 1.123, -0.516], [0.486, -0.019, 0.304], [-0.388, 0.131, 1.571], [-0.829, 1.087, 1.692], [0.722, 0.274, 2.821], [1.355, -0.923, 2.736], [2.231, -1.000, 1.859], [2.881, -1.936, 1.805], [1.234, -1.005, 0.570], [1.747, -1.285, -0.432], [0.608, -1.942, 0.690], [2.935, -0.250, 1.729], [-0.086, 0.292, 3.850], [1.215, 1.166, 2.769], [-0.980, -0.544, 1.851], [1.647, 0.797, -1.518], [1.934, 2.091, -2.397], [2.931, 2.915, -1.745], [1.762, 3.405, -0.526], [1.277, 2.307, 0.198], [0.879, 2.580, 1.246], [2.264, 2.024, 0.794], [0.786, 3.962, -0.920], [2.398, 4.186, 0.098], [2.975, 3.871, -2.457], [3.610, 2.636, -1.263], [1.037, 2.395, -3.140], [2.619, 1.637, -3.363], [2.635, 0.332, -1.065], [1.210, -0.103, -2.328], [-3.518, -0.829, -0.912], [-2.674, -2.039, -0.302], [-3.009, -2.197, 1.094], [-2.655, -3.297, 1.794], [-1.480, -3.823, 1.335], [-1.032, -3.698, -0.169], [-1.744, -2.736, -0.960], [-0.949, -2.472, -2.503], [-0.321, -4.511, -0.580], [-0.793, -5.321, 2.055], [-2.963, -3.582, 2.693], [-3.769, -1.827, 1.410], [-3.214, -0.971, -2.127], [-4.373, -0.947, -0.808]],
  "lowdin_charge": [-0.02, -0.48, 0.05, 0.04, -0.04, 0.07, 0.22, -0.50, -0.08, -0.01, 0.09, -0.12, -0.11, -0.27, 0.15, -0.27, 0.13, 0.12, 0.09, 0.20, 0.06, 0.02, -0.19, -0.27, -0.10, -0.19, -0.27, 0.15, 0.15, 0.14, 0.14, 0.16, -0.02, 0.16, 0.15, 0.16, 0.18, -0.03, -0.15, 0.00, -0.08, -0.54, -0.08, -0.60, 0.72, 0.12, 0.59, 0.08, 0.03, 0.19, 0.01],
  "relative_energy_kj_mol": 1809.4,
  "e_homo_ev": -7.0,
  "energy_ha": -1919.3165,
  "total_charge": 0,
  "gap_ev": 7.032
}



| no. | molecular weight (g/mol) |
| --- | --- |
| 1 | 555.6 |
| 2 | 668.2 |
| 3 | 343.5 |
| 4 | 385.3 |